The following is a DFT calculation (the ωB97M-V functional and the def2-TZVPD basis) of a cluster of 2 separate species, C5H9N3 in total.

Properties
- ΔE to the lowest compared entry with this formula, charge and spin: 199.2 kcal/mol

Each line ends with the natural charge from an NBO analysis.
Atoms and positions in Å:
N -0.0278 -0.1837 2.9826  -0.719
N 0.7533 -1.2904 1.0177  -0.792
N 0.7338 -0.6796 -1.3109  -0.557
C -0.2023 1.1084 1.0258  -0.262
C 0.2592 -0.1359 1.6917  0.369
C -0.1623 -0.0588 -2.4189  -0.276
C -0.6215 0.8825 -0.1461  -0.202
C -0.6942 -0.2826 -1.0450  -0.109
H -1.0362 1.6331 -0.8554  0.197
H -1.4849 -1.1248 -0.7829  0.239
H 1.6539 -0.7547 -0.0354  0.373
H 0.0472 2.2121 1.4671  0.254
H -0.0179 1.0379 -2.5031  0.210
H 1.4505 0.0245 -0.6617  0.303
H -0.7466 -0.7192 -3.1199  0.241
H -0.7377 0.4986 3.2620  0.330
H 0.8335 -2.1674 1.4323  0.399